[1]
{"formula": "C23H26N2O2S", "method": "ωB97M-V/def2-TZVPD", "smiles": "COc1ccccc1[C@@H](CNC(=O)CSc1ccc2ccccc2c1)N(C)C", "e_tot_ha": -1550.232169, "orbital_gap_ev": 8.39, "symbols": ["C", "C", "C", "C", "H", "C", "H", "H", "C", "H", "H", "H", "H", "H", "H", "C", "C", "C", "H", "C", "C", "H", "S", "C", "H", "C", "H", "C", "C", "C", "H", "H", "H", "O", "C", "H", "N", "H", "C", "N", "C", "C", "O", "H", "H", "H", "H", "C", "H", "C", "H", "H", "C", "H"], "coordinates": [[-1.14, 4.84, 1.89], [-2.94, 0.57, -0.06], [-1.89, -1.95, -1.79], [0.46, -2.39, -1.30], [-1.24, 2.99, -1.72], [-2.31, 1.25, -1.12], [-3.84, -1.13, -2.26], [-1.77, 4.61, 3.93], [-1.72, 2.47, -0.90], [-0.98, -0.57, 1.92], [5.31, 0.81, 0.43], [-3.39, -0.40, -0.22], [3.16, -4.57, 2.32], [-0.64, 4.82, -0.18], [4.85, 1.30, -1.22], [-2.96, 1.12, 1.18], [2.41, -1.98, 0.26], [1.00, 0.65, 0.84], [1.45, 1.19, 0.01], [-2.36, 2.37, 1.45], [4.53, -3.04, 1.73], [-3.45, 0.60, 1.99], [-2.28, 0.64, -2.78], [3.30, -3.67, 1.74], [-2.82, -1.46, -3.67], [2.25, -3.14, 1.01], [5.68, -1.41, 0.99], [3.66, -1.35, 0.25], [-1.77, 4.16, 2.95], [-0.30, -1.26, 1.42], [0.40, -1.65, 2.18], [0.24, 1.29, 1.31], [1.78, 0.44, 1.59], [3.77, -0.22, -0.51], [-2.82, -1.09, -2.64], [-2.85, 2.43, 3.54], [-0.59, -1.76, -2.06], [-0.02, -3.13, -0.66], [1.25, -1.35, -0.49], [0.35, -0.55, 0.35], [4.71, -1.88, 0.99], [5.01, 0.45, -0.56], [-2.33, -2.77, -1.00], [5.36, -3.44, 2.30], [1.68, -0.64, -1.21], [-0.90, -2.08, 1.02], [1.30, -3.65, 1.02], [-1.73, 3.06, 0.38], [-0.67, 5.80, 2.08], [-1.12, 4.30, 0.63], [-0.33, -0.97, -2.63], [1.15, -2.90, -1.97], [-2.37, 2.96, 2.73], [5.80, -0.19, -0.97]]}

[2]
{"formula": "C23H26N2O3", "method": "ωB97M-V/def2-TZVPD", "smiles": "COc1ccc([C@@H](CNC(=O)c2cc3ccccc3o2)N2CCCCC2)cc1", "e_tot_ha": -1227.272960, "orbital_gap_ev": 8.72, "symbols": ["C", "C", "H", "H", "H", "H", "O", "H", "H", "C", "H", "H", "C", "H", "C", "C", "C", "N", "H", "C", "C", "C", "C", "C", "H", "C", "O", "H", "N", "C", "C", "O", "H", "H", "H", "H", "H", "C", "H", "H", "H", "H", "C", "H", "C", "C", "C", "H", "C", "H", "C", "C", "H", "H"], "coordinates": [[2.06, 0.05, -0.76], [2.93, 2.27, -0.05], [2.03, -2.56, -1.50], [-1.79, -5.12, -0.90], [2.83, 2.93, 0.81], [0.08, 1.83, -0.85], [-1.08, -0.47, -2.64], [-6.00, -0.55, -0.82], [-7.41, 0.72, 0.79], [-4.56, 2.51, 1.16], [2.83, 1.13, 2.30], [-4.16, 3.35, 1.71], [-2.41, 1.90, -0.18], [4.91, -0.17, 2.15], [-5.61, 0.29, -0.27], [4.42, 2.12, -0.38], [2.97, 0.44, 1.46], [0.07, 1.20, -1.64], [6.20, 1.34, 0.59], [1.37, 0.67, -1.99], [-5.86, 2.10, 1.33], [-0.72, -3.03, 0.39], [1.14, -1.05, -0.27], [-0.81, -1.75, 0.95], [-6.50, 2.63, 2.02], [-1.04, 0.45, -1.86], [-3.37, 0.17, -1.25], [4.55, 1.47, -1.25], [2.28, 1.02, 0.31], [1.24, -2.33, -0.81], [-3.76, 1.80, 0.26], [-1.69, -3.91, 0.77], [1.19, -0.12, -2.73], [2.48, -0.50, 1.71], [-2.57, -5.70, 0.59], [-1.69, 2.63, 0.14], [-0.79, -5.76, 0.44], [4.47, 0.21, 1.23], [0.03, 0.20, 1.05], [0.42, -4.29, -0.93], [4.84, 3.09, -0.63], [4.61, -0.54, 0.46], [0.32, -3.31, -0.48], [5.10, 2.23, 1.66], [-4.30, 0.70, -0.44], [0.11, -0.78, 0.61], [-1.70, -5.19, 0.18], [3.00, -0.40, -1.12], [5.15, 1.52, 0.83], [-1.62, -1.54, 1.63], [-6.38, 1.01, 0.63], [-2.23, 0.89, -1.09], [2.41, 2.73, -0.89], [1.98, 1.45, -2.45]]}

[3]
{"formula": "C23H26N3SSiTeV", "method": "ωB97M-V/def2-TZVPD", "e_tot_ha": -2956.122114, "orbital_gap_ev": [4.68, 5.31], "spin_multiplicity": 4, "s_squared": 3.84, "charge": -1, "symbols": ["C", "C", "C", "C", "N", "H", "H", "C", "V", "H", "H", "H", "H", "C", "Te", "C", "C", "S", "H", "H", "N", "H", "H", "C", "C", "H", "H", "H", "C", "C", "H", "C", "C", "N", "H", "H", "C", "H", "H", "C", "C", "H", "H", "H", "C", "C", "H", "H", "H", "H", "H", "C", "Si", "C", "C", "C"], "coordinates": [[-1.01, 2.20, 1.69], [-1.24, -2.38, 0.10], [-3.34, -5.72, 1.36], [2.39, -0.84, -1.92], [1.84, -1.35, -0.78], [-0.72, -7.50, 0.47], [1.03, 1.94, -1.43], [-1.70, -3.67, -0.21], [0.45, -0.46, 0.04], [-2.63, -2.90, -3.40], [-0.06, 0.96, -2.17], [-0.55, -5.99, 3.04], [3.87, 0.80, -5.10], [3.98, -2.65, -2.06], [1.87, 0.68, 1.68], [-0.76, -6.58, -0.11], [-2.68, 0.89, 0.55], [-0.57, -1.93, 1.60], [-3.33, -6.63, 1.95], [-0.44, 2.41, 2.57], [0.81, 0.97, -1.64], [-1.69, -0.72, -2.68], [1.99, 1.89, -3.91], [-1.70, -1.57, -2.01], [-0.92, 3.04, 0.58], [-0.89, -4.27, 3.17], [4.84, -1.29, -4.25], [-3.92, -5.92, 0.46], [-2.57, 1.71, -0.56], [-2.24, -2.78, -2.40], [0.26, -6.33, -0.39], [2.41, 0.96, -3.54], [1.88, 0.37, -2.39], [-1.23, -1.36, -0.78], [-2.66, -4.79, -1.78], [4.81, -3.14, -2.55], [-1.89, 1.12, 1.67], [-3.87, -4.96, 1.93], [-3.19, 1.53, -1.42], [3.46, 0.35, -4.21], [-1.69, 2.79, -0.54], [1.92, -2.86, 0.63], [-0.24, 3.88, 0.60], [-1.96, 0.47, 2.54], [-2.23, -3.83, -1.50], [3.40, -3.17, -0.90], [3.78, -4.08, -0.46], [-1.62, 3.44, -1.40], [-3.39, 0.07, 0.55], [-1.31, -6.78, -1.02], [0.51, -4.81, 2.28], [4.00, -0.83, -3.74], [-1.56, -5.16, 0.91], [-0.53, -5.04, 2.51], [2.36, -2.50, -0.30], [3.48, -1.46, -2.59]]}

[4]
{"formula": "C23H26N4O3S", "method": "ωB97M-V/def2-TZVPD", "smiles": "CN(C)c1ccc(NC(=O)CSc2nc3ccccc3c(=O)n2C[C@@H]2CCCO2)cc1", "e_tot_ha": -1735.023363, "orbital_gap_ev": 7.77, "symbols": ["C", "C", "N", "H", "C", "C", "H", "C", "C", "C", "H", "H", "H", "H", "N", "C", "C", "C", "C", "O", "H", "H", "H", "C", "C", "H", "H", "H", "H", "C", "N", "H", "H", "C", "H", "H", "H", "H", "C", "C", "C", "H", "N", "H", "C", "H", "C", "C", "H", "C", "S", "H", "H", "O", "O", "C", "H"], "coordinates": [[-0.46, -0.31, -2.34], [-0.31, 4.13, -4.79], [1.81, -1.86, 0.23], [-0.61, 5.15, -5.00], [-2.44, 4.19, -3.55], [-0.93, 2.30, -3.30], [-1.01, -1.91, -1.19], [-0.25, -2.46, 3.19], [0.76, -2.45, -2.01], [0.44, 0.29, -3.21], [0.92, 2.00, -4.35], [-1.88, -1.92, 1.89], [-3.25, 3.60, -3.99], [1.32, -0.24, -3.52], [-0.29, -1.61, -1.84], [-1.62, -0.30, 3.35], [2.65, -0.43, 1.97], [4.47, 1.05, 1.48], [0.94, -2.32, 1.05], [1.69, -2.30, -2.75], [3.53, 0.89, 3.40], [-2.65, 4.32, -2.48], [-1.65, 0.36, 2.48], [3.60, -0.36, -0.27], [-2.99, -1.59, 4.78], [-0.38, 3.55, -5.72], [0.73, 4.15, -4.46], [-2.45, 5.18, -4.01], [-2.30, -0.06, -1.28], [-2.88, -0.18, 4.21], [0.79, -1.92, 2.35], [-2.72, 2.17, -2.09], [0.05, -2.30, 4.23], [0.61, -3.76, -1.22], [-0.35, -3.53, 3.00], [-4.00, -1.87, 5.07], [1.60, -4.21, -1.11], [-0.74, -0.07, 3.94], [-1.61, -1.78, 2.94], [-1.83, 1.67, -2.42], [0.20, 1.57, -3.68], [-2.79, 0.58, 4.99], [-1.15, 3.59, -3.74], [3.58, -0.73, -1.28], [1.66, -0.96, 2.90], [-3.75, 0.05, 3.60], [3.56, 0.55, 2.38], [2.67, -0.89, 0.64], [-0.05, -4.45, -1.75], [4.48, 0.60, 0.16], [-0.12, -3.57, 0.43], [5.20, 1.01, -0.54], [-2.31, -1.72, 5.63], [-2.61, -2.44, 3.71], [1.54, -0.63, 4.06], [-1.59, 0.39, -1.95], [5.18, 1.81, 1.79]]}

[5]
{"formula": "C23H26N4O3Tl", "method": "ωB97M-V/def2-TZVPD", "e_tot_ha": -1509.076591, "orbital_gap_ev": 6.45, "charge": 1, "symbols": ["N", "C", "C", "Tl", "H", "C", "C", "C", "C", "C", "C", "H", "C", "H", "O", "C", "H", "C", "C", "C", "H", "H", "O", "C", "H", "H", "H", "C", "O", "H", "N", "H", "H", "H", "N", "C", "H", "C", "C", "H", "H", "C", "C", "C", "H", "N", "H", "H", "H", "H", "H", "H", "H", "H", "C", "C", "H"], "coordinates": [[0.72, 2.34, -0.89], [-3.60, 0.09, 1.00], [1.93, -1.80, 1.22], [-0.07, 0.25, -2.30], [-3.83, 1.49, -0.70], [0.38, 4.40, 0.26], [-0.08, 3.33, -0.49], [4.18, 1.40, -1.31], [0.85, -2.34, 0.37], [2.90, -1.05, -1.53], [1.67, -4.24, -3.01], [-0.15, -2.93, 2.91], [-3.29, 0.57, 2.43], [-3.40, 2.68, 1.96], [-1.34, 0.08, 0.12], [2.57, -3.30, -2.57], [-1.74, -2.47, 2.28], [2.23, -2.31, -1.63], [-5.28, 1.65, 1.71], [1.72, 4.43, 0.61], [-0.30, 5.18, 0.56], [3.59, 3.39, 0.48], [-0.34, -2.66, 0.85], [2.01, 2.37, -0.56], [-3.68, -1.00, 0.94], [4.64, 2.37, -1.24], [-5.56, 0.12, 0.32], [4.28, -0.93, -1.87], [-2.87, 1.33, -0.90], [1.92, -0.70, 1.23], [1.00, -2.56, -0.91], [-2.22, 0.61, 2.63], [-6.00, 1.14, 2.36], [-5.75, 2.55, 1.32], [-4.84, 0.77, 0.61], [-0.04, -3.18, -1.67], [-1.12, 3.26, -0.79], [2.85, 1.22, -1.01], [-0.68, -2.30, 2.19], [-0.46, -1.25, 2.37], [-1.04, -2.99, -1.33], [-3.99, 1.92, 2.48], [2.55, 3.40, 0.20], [0.32, -4.05, -2.63], [2.12, 5.25, 1.20], [2.22, 0.04, -1.12], [1.95, -4.97, -3.75], [-4.18, 2.27, 3.49], [2.89, -2.09, 0.79], [5.95, 0.37, -2.01], [1.86, -2.17, 2.24], [-3.75, -0.12, 3.15], [4.84, -1.80, -2.18], [3.55, -3.25, -3.02], [-2.49, 0.49, 0.04], [4.90, 0.28, -1.76], [-0.47, -4.58, -3.16]]}

[6]
{"formula": "C23H26N4O4", "method": "ωB97M-V/def2-TZVPD", "smiles": "C/C=C/C=C\\C(=O)Nc1cccc(C2=NO[C@@]3(C2)C[C@H](C(N)=O)N(C(=O)/C=C/C)C3)c1", "e_tot_ha": -1412.000041, "orbital_gap_ev": 8.97, "symbols": ["N", "H", "H", "O", "C", "H", "H", "C", "C", "C", "H", "H", "C", "C", "H", "H", "C", "H", "O", "H", "H", "H", "C", "C", "H", "C", "H", "C", "H", "N", "C", "H", "H", "H", "C", "H", "C", "N", "C", "H", "O", "C", "C", "C", "H", "O", "C", "C", "C", "H", "C", "H", "H", "C", "H", "H", "N"], "coordinates": [[-5.68, 0.95, 1.05], [-1.26, 1.38, -1.78], [0.60, 0.12, -0.70], [4.49, -2.24, 0.31], [3.64, 1.24, 0.81], [-5.62, 1.23, 2.02], [-5.51, 1.64, -1.52], [5.95, -0.40, -0.01], [-3.39, 1.54, -1.79], [4.66, -1.03, 0.34], [-3.44, 1.82, -2.83], [-3.22, 0.61, 1.94], [2.35, -0.78, 1.05], [-3.28, 0.87, 0.89], [0.71, 1.82, -0.22], [-1.93, -2.63, -0.56], [1.44, 0.43, 1.31], [-7.83, -0.03, -1.20], [0.54, 0.14, 2.40], [4.56, 1.60, 1.28], [2.69, 1.39, 2.76], [9.09, -0.95, 0.15], [3.48, 1.99, -0.52], [-2.17, 1.30, -1.20], [3.50, 1.67, -2.53], [-4.56, 1.44, -1.06], [1.99, -1.44, 0.27], [7.02, -1.15, -0.24], [-6.30, -1.72, -1.98], [3.56, 1.23, -1.63], [-6.88, 0.40, 0.70], [-2.80, -4.09, -0.12], [3.77, 0.24, -1.58], [6.92, -2.23, -0.16], [-2.10, 0.97, 0.16], [6.00, 0.68, -0.09], [2.44, 1.52, 1.71], [-0.75, 0.33, 2.02], [-6.13, -1.27, -1.01], [-4.08, -2.76, -1.87], [-7.83, 0.47, 1.45], [-0.83, 0.70, 0.80], [-4.03, -2.51, -0.82], [-2.84, -3.00, -0.09], [8.37, 0.45, -0.67], [3.27, 3.18, -0.55], [8.37, -0.64, -0.60], [-5.00, -1.77, -0.27], [0.52, 0.81, 0.14], [2.46, -1.37, 1.97], [-4.51, 1.08, 0.29], [-2.85, -2.67, 0.95], [-4.95, -1.53, 0.78], [-6.96, -0.30, -0.61], [8.68, -1.06, -1.56], [2.05, 2.53, 1.56], [3.64, -0.20, 0.68]]}

[7]
{"formula": "C23H26N5O2S3Ti", "method": "ωB97M-V/def2-TZVPD", "e_tot_ha": -3360.533956, "orbital_gap_ev": [5.30, 5.40], "spin_multiplicity": 3, "s_squared": 2.04, "charge": -1, "symbols": ["C", "H", "H", "O", "H", "H", "H", "C", "N", "C", "C", "C", "H", "H", "H", "H", "H", "H", "S", "H", "C", "C", "N", "C", "Ti", "H", "C", "C", "C", "H", "N", "N", "H", "S", "C", "H", "C", "N", "H", "H", "H", "H", "C", "C", "O", "H", "C", "C", "C", "H", "H", "H", "C", "C", "S", "C", "C", "H", "C", "H"], "coordinates": [[2.88, -1.29, 2.70], [3.49, -5.47, 0.59], [-4.18, -0.29, 0.78], [0.38, -0.38, -0.59], [-1.72, 5.62, 0.37], [0.25, -2.68, 0.27], [-0.36, -1.76, 3.46], [-0.36, -0.03, -4.08], [-2.16, 2.49, -0.74], [-0.43, 3.32, 0.75], [-2.20, 4.83, -0.19], [3.93, -3.60, -0.38], [3.57, 0.45, 1.66], [1.37, 2.60, 2.13], [-1.83, -2.15, 0.25], [2.18, 2.02, 0.69], [2.63, -0.18, -2.75], [-2.67, 1.22, 1.62], [0.05, 0.40, -5.64], [3.86, -1.75, 2.77], [1.61, -0.73, -0.95], [-1.66, 3.55, -0.08], [-2.35, -0.78, -1.22], [-2.72, -1.61, -0.08], [-0.96, 0.82, -0.61], [3.37, 0.45, -1.27], [0.54, -1.29, 3.07], [-3.23, 2.70, -1.53], [1.76, -1.92, 3.21], [-3.73, 6.01, -1.11], [0.10, 2.09, 0.56], [-2.25, 0.39, 1.20], [4.11, -1.69, -1.32], [-0.72, 1.33, -2.99], [3.11, -4.51, 0.28], [-3.33, -1.28, 1.97], [1.28, -2.94, 0.10], [0.38, -0.12, 2.46], [-3.48, -2.36, -0.33], [-4.69, 4.03, -2.31], [-3.59, 1.84, -2.08], [1.11, -4.87, 1.00], [3.45, -2.37, -0.80], [1.45, 0.49, 1.96], [-0.01, 4.21, 1.49], [4.97, -3.86, -0.57], [2.42, 0.23, -1.76], [-3.30, 5.03, -0.99], [-3.21, -0.71, 1.04], [-3.16, -0.53, -1.79], [1.83, -2.90, 3.69], [1.86, 1.16, -1.90], [1.31, 1.85, 1.33], [-3.83, 3.93, -1.67], [-0.58, -1.65, -3.58], [2.72, -0.07, 2.08], [2.11, -2.00, -0.56], [-1.44, 0.13, 1.78], [1.77, -4.16, 0.51], [-1.70, -1.27, -1.89]]}

[8]
{"formula": "C23H27AlN3O3Se2", "method": "ωB97M-V/def2-TZVPD", "e_tot_ha": -6327.852799, "orbital_gap_ev": 7.96, "charge": 1, "symbols": ["H", "H", "C", "H", "C", "O", "H", "C", "N", "H", "C", "Al", "C", "C", "Se", "O", "C", "C", "C", "C", "N", "H", "H", "H", "C", "C", "H", "H", "H", "C", "H", "C", "C", "H", "C", "H", "H", "H", "C", "C", "O", "H", "C", "H", "N", "Se", "H", "C", "H", "C", "H", "C", "H", "H", "H", "H", "C", "H", "H"], "coordinates": [[-0.81, -3.21, -4.90], [2.85, -1.02, -4.42], [3.42, 2.17, -0.10], [0.54, -0.96, 3.55], [1.68, 3.50, 1.14], [0.44, 1.43, -1.40], [3.76, 3.04, -0.66], [0.51, -2.02, 1.72], [-1.05, -0.12, 2.49], [4.01, 2.11, 0.82], [1.93, -3.97, 1.38], [-0.09, 0.01, -0.50], [-4.29, 0.57, -0.76], [1.94, 2.31, 0.22], [-2.56, -2.11, -2.98], [1.21, 3.50, -1.73], [-4.48, 1.94, -0.59], [1.10, -3.20, 2.18], [-0.60, 1.06, 3.25], [-0.70, -1.78, -3.31], [0.01, -0.88, -2.62], [-3.50, 3.81, -0.18], [-1.25, 2.78, -0.15], [-5.11, -0.10, -0.96], [1.25, -0.63, -3.06], [-2.43, -0.37, 2.90], [0.42, 1.32, 2.97], [-3.06, 0.50, 2.69], [-2.49, -0.57, 3.98], [-0.18, -2.48, -4.40], [1.55, -2.80, -5.62], [1.59, -2.38, -0.37], [2.20, -3.54, 0.09], [1.83, -2.09, -1.39], [-2.13, 2.18, -0.29], [-2.84, -1.24, 2.38], [-1.25, 1.91, 3.03], [-0.63, 0.88, 4.33], [-3.39, 2.75, -0.33], [0.71, -1.60, 0.39], [1.42, 1.09, 0.78], [-5.48, 2.36, -0.65], [1.15, 2.49, -1.09], [2.36, 3.47, 2.00], [-1.94, 0.86, -0.45], [-2.62, -1.82, -0.73], [1.79, 0.14, -2.53], [-0.22, -1.28, 2.83], [0.65, 3.49, 1.50], [-3.00, 0.08, -0.66], [-0.84, -2.01, 3.35], [1.12, -2.24, -4.80], [0.93, -3.52, 3.20], [2.86, -4.09, -0.56], [2.02, 0.74, 1.45], [1.85, 4.42, 0.59], [1.84, -1.27, -4.13], [2.38, -4.88, 1.76], [3.61, 1.27, -0.69]]}